(1)
Density functional theory data (wB97M-V/def2-TZVPD) for the molecule C23H27N3O6S.

CARTESIAN COORDINATES (ANGSTROEM)
O  -0.4612  -2.3228  -0.6701
C  0.6569  -1.8577  -0.6013
N  0.9639  -0.5646  -0.3716
C  0.1077  0.4938  -0.0625
C  -1.2330  0.3122  0.2339
C  -2.0104  1.4050  0.5609
S  -3.7419  1.1528  0.9433
O  -4.4801  2.2708  0.4215
O  -3.8761  0.8451  2.3374
N  -4.0471  -0.2399  0.0835
C  -4.2733  -0.0861  -1.3337
C  -3.9760  -1.4333  -2.0032
O  -4.7652  -2.4576  -1.4439
C  -4.5197  -2.5893  -0.0610
C  -4.8501  -1.2865  0.6729
C  -1.4690  2.6722  0.6285
C  -0.1240  2.8562  0.3504
C  0.6823  1.7818  -0.0112
N  2.0567  1.8704  -0.3007
C  2.8073  3.0065  0.2095
C  2.8923  4.0483  -0.9277
C  2.4120  3.2867  -2.1725
C  2.4042  1.8195  -1.7185
C  1.8825  -2.7785  -0.7563
C  2.1483  -3.4514  0.6003
O  2.5455  -2.5018  1.5601
C  3.5298  -1.6590  1.1137
C  4.2623  -0.9290  2.0404
C  5.2699  -0.0829  1.6194
C  5.5688  0.0279  0.2704
C  4.8333  -0.6777  -0.6622
C  3.7964  -1.5067  -0.2506
O  3.0487  -2.1355  -1.2203
H  1.9389  -0.2807  -0.3644
H  -1.6689  -0.6709  0.2120
H  -3.6038  0.6918  -1.7021
H  -5.3121  0.2123  -1.5345
H  -4.2247  -1.4016  -3.0651
H  -2.9103  -1.6742  -1.8766
H  -5.1576  -3.4033  0.2861
H  -3.4634  -2.8461  0.1046
H  -4.5954  -1.3407  1.7304
H  -5.9228  -1.0675  0.5665
H  -2.1085  3.5024  0.8809
H  0.2920  3.8502  0.3975
H  3.8082  2.6337  0.4518
H  2.3598  3.3907  1.1237
H  2.2602  4.9118  -0.7268
H  3.9148  4.4022  -1.0463
H  1.3998  3.5908  -2.4412
H  3.0580  3.4413  -3.0336
H  3.4076  1.3919  -1.8051
H  1.7005  1.2083  -2.2819
H  1.6310  -3.5389  -1.5027
H  2.9353  -4.2077  0.4717
H  1.2410  -3.9232  0.9789
H  4.0232  -1.0470  3.0847
H  5.8326  0.4801  2.3475
H  6.3719  0.6693  -0.0579
H  5.0397  -0.6061  -1.7185

The LUMO energy is 0.0212 Ha. The calculation puts the highest occupied orbital energy at -8.4 eV. The value obtained for the strongest force on any atom is 1.06 eV Å⁻¹. As for the SMILES: O=C(Nc1cc(S(=O)(=O)N2CCOCC2)ccc1N1CCCC1)[C@@H]1COc2ccccc2O1. The gap between HOMO and LUMO comes out at 9.0 eV. For the energy relative to the best compared isomer or geometry (same formula, charge and spin), the calculation gives 53.3 kcal/mol. Its charge is 0.

---

(2)
Density functional theory data (wB97M-V/def2-TZVPD) for a cluster of 2 separate species, C3H12N2O2 in total.

CARTESIAN COORDINATES (ANGSTROEM)
N  -1.2916  -2.2394  -0.3994
C  -0.6191  -1.3201  -1.3628
C  -0.6076  0.1245  -0.8195
N  0.6368  0.5786  -0.1567
C  1.0245  -0.1088  1.0584
O  0.7850  0.6931  2.1898
H  -0.6056  -2.7972  0.0986
H  -1.8301  -2.9222  -0.9075
H  -1.1776  -1.2680  -2.2737
H  0.4106  -1.6798  -1.4211
H  -0.8048  0.8427  -1.6141
H  -1.3508  0.2000  -0.0208
H  1.3830  0.4942  -0.8300
H  0.4707  -1.0372  1.2265
H  2.0418  -0.5002  0.9884
H  1.5006  1.3213  2.3183
O  0.1934  3.6016  0.5969
H  0.0909  2.8511  -0.0122
H  -0.2500  3.1658  1.3409

The LUMO energy is 0.0282 Ha. The calculation puts the highest occupied orbital energy at -9.3 eV. The value obtained for the strongest force on any atom is 2.08 eV Å⁻¹. As for the SMILES: NCCNCO.O. The gap between HOMO and LUMO comes out at 10.1 eV. For the energy relative to the best compared isomer or geometry (same formula, charge and spin), the calculation gives 36.3 kcal/mol. Its charge is 0.

---

(3)
Density functional theory data (wB97M-V/def2-TZVPD) for a structure of composition C24H21N6Pt.

CARTESIAN COORDINATES (ANGSTROEM)
Pt  -0.4191  -0.5658  -0.3825
N  0.0333  -0.3645  3.1517
C  -1.2810  0.0012  3.3760
C  -1.9961  -0.6277  4.4027
C  -3.2539  -0.1986  4.7786
C  -3.8302  0.8880  4.1379
C  -3.1354  1.4931  3.1018
C  -1.8735  1.0703  2.6778
C  -1.3156  1.8109  1.4870
C  -1.2991  3.2056  1.6236
C  -1.1189  4.0597  0.5499
C  -1.0369  3.5087  -0.7211
C  -1.0251  2.1307  -0.8643
C  -1.0839  1.2298  0.2195
H  0.2592  -1.3118  3.4113
H  0.3685  -0.1532  2.2263
H  -1.5321  -1.4639  4.9150
H  -3.7818  -0.7156  5.5713
H  -4.8114  1.2463  4.4212
H  -3.5969  2.3117  2.5622
H  -1.4384  3.6185  2.6164
H  -1.0791  5.1314  0.7030
H  -0.9642  4.1440  -1.5971
H  -0.9751  1.7230  -1.8672
C  1.1400  -2.5506  -3.5101
C  1.1849  -1.0884  -3.7836
N  0.8753  -0.1265  -2.9470
C  1.1091  1.0527  -3.6180
C  1.5571  0.8009  -4.8770
N  1.6010  -0.5737  -4.9736
H  0.5549  -2.7225  -2.6123
H  2.1452  -2.9452  -3.3448
H  0.6803  -3.1098  -4.3265
H  0.9463  2.0063  -3.1421
H  1.8343  1.4457  -5.6925
H  1.8775  -1.1095  -5.7758
C  3.9954  -0.1603  1.2849
C  3.4130  -1.3615  0.9030
C  2.1072  -1.3909  0.4316
C  1.3535  -0.2129  0.3264
C  1.9545  0.9903  0.7097
C  3.2606  1.0133  1.1818
H  5.0104  -0.1421  1.6625
H  3.9732  -2.2870  0.9780
H  1.6625  -2.3395  0.1398
H  1.3879  1.9104  0.6337
H  3.7059  1.9564  1.4779
N  -1.0438  -5.3640  -4.1863
C  -1.3775  -5.0360  -3.1239
N  -1.7892  -4.7501  -1.8988
C  -1.5531  -3.5648  -1.4451
N  -1.3798  -2.5124  -0.9728

The LUMO energy is 0.1008 Ha. The calculation puts the highest occupied orbital energy at -4.9 eV. The value obtained for the strongest force on any atom is 1.99 eV Å⁻¹. The gap between HOMO and LUMO comes out at 7.6 eV. For the energy relative to the best compared isomer or geometry (same formula, charge and spin), the calculation gives 38.1 kcal/mol. Its charge is -1.

---

(4)
Density functional theory data (wB97M-V/def2-TZVPD) for the molecule C9H10N4O2.

CARTESIAN COORDINATES (ANGSTROEM)
C  -2.1703  -2.0187  -3.2414
C  -0.6955  -1.5918  -3.1246
O  -0.3949  -0.7713  -2.0108
C  -0.5978  -1.4406  -0.7155
C  -0.0585  -0.6252  0.4677
N  0.1491  -1.2459  1.6048
C  0.6536  -0.5106  2.6430
O  0.9691  -1.1291  3.6537
C  1.0076  0.9327  2.5687
N  1.6418  1.6679  3.5025
C  1.8758  2.9564  3.2110
C  1.5112  3.5015  1.9729
N  0.8916  2.7771  0.9990
C  0.6358  1.5114  1.3311
N  0.1573  0.7291  0.3073
H  -2.3948  -2.8096  -2.5596
H  -2.8559  -1.2198  -2.9746
H  -2.4054  -2.3807  -4.2523
H  -0.0637  -2.4548  -3.1250
H  -0.4659  -1.0031  -4.0125
H  -0.0995  -2.4120  -0.7635
H  -1.6327  -1.6761  -0.5354
H  2.4121  3.5735  3.9179
H  1.7760  4.5123  1.7626
H  0.1539  1.1272  -0.6270

The LUMO energy is -0.0209 Ha. The calculation puts the highest occupied orbital energy at -9.2 eV. The value obtained for the strongest force on any atom is 4.18 eV Å⁻¹. As for the SMILES: CCOCc1nc(=O)c2nccnc2[nH]1. The gap between HOMO and LUMO comes out at 8.7 eV. For the energy relative to the best compared isomer or geometry (same formula, charge and spin), the calculation gives 1.8 kcal/mol. Its charge is 0.

---

(5)
Density functional theory data (wB97M-V/def2-TZVPD) for the molecule C8H10N4O3S.

CARTESIAN COORDINATES (ANGSTROEM)
C  3.3352  -1.3664  0.2243
C  -1.2754  0.0536  -2.4600
C  2.7729  -2.1641  1.1709
C  2.4391  -0.3921  0.0095
C  -0.2080  -0.2065  -1.5333
C  -2.3409  0.3677  -1.6130
C  -2.9324  0.3332  0.8129
C  0.0494  -0.0666  0.8124
N  1.5497  -1.7864  1.4220
N  1.3459  -0.6941  0.7512
N  -0.7332  -0.2029  -0.3189
N  -2.0436  0.2405  -0.2962
O  -0.8583  2.4708  0.8421
O  1.3934  2.1339  1.6988
O  0.8302  1.9184  -0.6916
S  0.4230  1.9019  0.6629
H  4.2525  -1.5193  -0.3646
H  -1.1167  0.4406  -3.4399
H  3.2587  -2.8586  1.8062
H  2.3473  0.5517  -0.6420
H  0.8326  -0.3643  -1.8774
H  -3.2887  0.7532  -1.8837
H  -2.6633  -0.3007  1.5982
H  -3.0526  1.3091  1.2179
H  -3.9283  -0.0766  0.3904
H  -0.3885  -0.4761  1.7012

The LUMO energy is -0.0027 Ha. The calculation puts the highest occupied orbital energy at -9.3 eV. The value obtained for the strongest force on any atom is 4.32 eV Å⁻¹. The gap between HOMO and LUMO comes out at 9.2 eV. For the energy relative to the best compared isomer or geometry (same formula, charge and spin), the calculation gives 19.3 kcal/mol. Its charge is 0.

---

(6)
Density functional theory data (wB97M-V/def2-TZVPD) for the molecule C6H13NO2.

CARTESIAN COORDINATES (ANGSTROEM)
C  3.0773  -0.6263  -0.7573
C  1.6703  -0.5246  -0.1357
C  0.8448  0.7649  -0.0698
C  0.7460  1.2351  1.4285
C  -0.6302  0.5901  -0.5479
N  -1.5028  1.6889  -0.4789
C  -1.2632  -0.7303  0.1656
O  -0.8389  -1.4407  1.1168
O  -2.3149  -1.0246  -0.5948
H  3.7801  -0.1185  -0.1524
H  3.2508  -1.7347  -0.8302
H  2.9325  -0.1263  -1.7318
H  1.1153  -1.3298  -0.4703
H  1.7831  -0.7688  0.9639
H  1.1771  1.4735  -0.8474
H  0.1284  2.1691  1.3441
H  0.0036  0.4284  1.8302
H  1.6702  1.1538  1.9515
H  -0.7825  0.1178  -1.5135
H  -1.0224  2.5892  -0.6212
H  -2.2336  1.5904  -1.1611
H  -2.7233  -1.7979  -0.0857

The LUMO energy is 0.0264 Ha. The calculation puts the highest occupied orbital energy at -9.1 eV. The value obtained for the strongest force on any atom is 4.30 eV Å⁻¹. As for the SMILES: CC[C@H](C)[C@H](N)C(=O)O. The gap between HOMO and LUMO comes out at 9.8 eV. For the energy relative to the best compared isomer or geometry (same formula, charge and spin), the calculation gives 48.6 kcal/mol. Its charge is 0.

---

(7)
Density functional theory data (wB97M-V/def2-TZVPD) for a cluster of 5 separate species, C32H52Br2F2O18P4 in total.

CARTESIAN COORDINATES (ANGSTROEM)
C  -8.1706  -7.8499  -4.3968
C  -7.5272  -6.3179  -4.5870
F  -6.6788  -6.1057  -3.3551
C  -6.4651  -6.4402  -5.8383
C  -5.8635  -5.0115  -6.3718
C  -6.8499  -3.7371  -6.8072
C  -6.2650  -2.2947  -7.3968
F  -7.2030  -1.1810  -7.7979
C  -4.6067  -2.1335  -7.5419
C  -3.5742  -3.3487  -7.1197
C  -4.2155  -4.7782  -6.5343
C  -3.0948  -5.9334  -6.1318
O  -3.1908  -7.2342  -6.4196
C  -1.7345  -5.3560  -5.3487
C  -1.0956  -6.1725  -4.0725
C  0.2578  -5.5069  -3.3638
C  0.8364  -6.3400  -2.0458
Br  2.7422  -5.9161  -1.5922
C  -0.1552  -5.8771  -0.7810
C  -0.4016  -7.0684  0.3181
Br  0.4329  -4.1318  0.0578
C  0.9311  -4.1257  -3.9644
C  0.2722  -3.3090  -5.2632
C  -1.0951  -3.9301  -5.9438
C  -1.9099  -3.2139  -7.2168
O  -1.2766  -2.5760  -8.2187
H  -7.6228  -8.5817  -5.1646
H  -7.9748  -8.2990  -3.3335
H  -9.3076  -7.8111  -4.6989
H  -8.3504  -5.4965  -4.7220
H  -5.6259  -7.2033  -5.4804
H  -6.9744  -6.9655  -6.7779
H  -8.0360  -3.8531  -6.7370
H  -4.1763  -1.1019  -7.9503
H  -1.5829  -7.1628  -3.6444
H  0.6434  -7.5053  -2.2119
H  -1.2012  -5.6383  -1.2927
H  0.1259  -8.0887  0.0557
H  -1.5714  -7.2614  0.3999
H  -0.0698  -6.6749  1.3812
H  1.9130  -3.7338  -3.4273
H  0.7497  -2.3254  -5.6908
C  2.9278  2.1836  -1.2193
O  2.7960  1.0943  -2.1126
P  1.9740  1.3895  -3.6059
O  2.4016  0.0106  -4.1176
O  3.0997  2.5135  -4.0405
C  4.4767  2.1881  -4.0386
O  1.1521  1.6847  -5.0993
C  -0.2527  1.6174  -4.9875
H  2.4839  1.8991  -0.2590
H  3.9916  2.4036  -1.0639
H  2.4209  3.0803  -1.5852
H  4.6735  1.1545  -3.7336
H  4.9873  2.8615  -3.3362
H  4.8908  2.3541  -5.0368
H  -0.6036  2.3867  -4.2912
H  -0.5383  0.6320  -4.6240
H  -0.6995  1.7837  -5.9632
C  -0.4521  3.3337  5.1924
O  0.1568  3.2180  3.9206
P  1.3129  1.9486  3.7085
O  1.3434  2.2237  2.2020
O  0.1690  0.8078  4.0387
C  -1.0509  0.7861  3.3221
O  2.4690  0.6792  3.4963
C  3.7591  1.0146  3.9587
H  -0.2697  4.3448  5.5726
H  -1.5350  3.1843  5.0954
H  -0.0487  2.6141  5.9096
H  -1.1194  1.5765  2.5666
H  -1.8727  0.9181  4.0395
H  -1.1705  -0.1866  2.8373
H  3.7235  1.2153  5.0350
H  4.1133  1.8973  3.4298
H  4.4356  0.1865  3.7688
C  7.2098  7.4720  0.0809
O  6.3001  6.8267  -0.7896
P  4.7019  6.5387  -0.1932
O  4.2518  6.1152  -1.5947
O  4.4488  8.1563  0.0031
C  4.6560  9.0509  -1.0734
O  3.1036  6.2507  0.4031
C  3.0023  5.0848  1.1911
H  8.0905  6.8310  0.1979
H  7.5251  8.4262  -0.3601
H  6.7774  7.6532  1.0684
H  4.9807  8.5500  -1.9920
H  5.4315  9.7708  -0.7768
H  3.7326  9.6021  -1.2709
H  3.6426  5.1810  2.0746
H  3.3124  4.2237  0.6021
H  1.9714  4.9521  1.5060
C  -1.4100  4.0482  11.7147
O  -0.8012  3.9324  10.4429
P  0.3550  2.6631  10.2307
O  0.3854  2.9382  8.7242
O  -0.7890  1.5222  10.5610
C  -2.0088  1.5006  9.8443
O  1.5111  1.3937  10.0186
C  2.8012  1.7290  10.4810
H  -1.2276  5.0593  12.0948
H  -2.4929  3.8987  11.6177
H  -1.0066  3.3286  12.4318
H  -2.0774  2.2910  9.0888
H  -2.8306  1.6325  10.5617
H  -2.1284  0.5278  9.3595
H  2.7656  1.9298  11.5572
H  3.1553  2.6118  9.9520
H  3.4777  0.9010  10.2911

The LUMO energy is -0.1160 Ha. The calculation puts the highest occupied orbital energy at -8.7 eV. The value obtained for the strongest force on any atom is 10.39 eV Å⁻¹. As for the SMILES: C[C@@H](F)Cc1cc(F)cc2c1C(=O)c1cc([C@@H](Br)[C@@H](C)Br)ccc1C2=O.COP(=O)(OC)OC.COP(=O)(OC)OC.COP(=O)(OC)OC.COP(=O)(OC)OC. The gap between HOMO and LUMO comes out at 5.5 eV. For the energy relative to the best compared isomer or geometry (same formula, charge and spin), the calculation gives 707.7 kcal/mol. Its charge is 0.

---

(8)
Density functional theory data (wB97M-V/def2-TZVPD) for the molecule C2HCl3FN.

CARTESIAN COORDINATES (ANGSTROEM)
C  -0.1881  -0.7530  0.6567
C  1.0615  -0.3658  0.4488
N  -1.3920  0.8776  -1.1531
F  -0.7972  -1.8975  0.3603
Cl  -1.4307  0.5963  0.3414
Cl  1.4357  1.2858  0.4513
Cl  2.3032  -1.5122  0.3125
H  -0.9925  1.7687  -1.4179

The LUMO energy is -0.0046 Ha. The calculation puts the highest occupied orbital energy at -9.0 eV. The value obtained for the strongest force on any atom is 3.70 eV Å⁻¹. The gap between HOMO and LUMO comes out at 8.8 eV. For the energy relative to the best compared isomer or geometry (same formula, charge and spin), the calculation gives 114.0 kcal/mol. Its charge is 0.